Formula: C21H41N5NiO6P
Source: OMol25
Level of theory: ωB97M-V with the def2-TZVPD basis set

Properties
LUMO energy (alpha / beta)   -2.49 / -2.50 eV
Max |F|   1.742 eV/A
Orbital gap (alpha / beta)   9.49 / 9.85 eV
Expectation value of S²   2.005

The geometry in ORCA input format:
```
! RIJCOSX wB97M-V def2-TZVPD def2/J DEFGRID3
* xyz 1 3
Ni -0.046 0.194 -0.782
C 0.328 2.587 -2.659
C -0.333 3.033 -1.348
N -1.262 1.997 -0.913
C -2.496 1.872 -1.679
C -2.806 0.378 -1.835
N -1.586 -0.341 -2.245
C -1.155 -0.031 -3.618
C 0.343 0.336 -3.679
N 0.727 1.176 -2.545
H 1.190 3.226 -2.865
H -0.372 2.685 -3.491
H -0.829 4.003 -1.481
H 0.437 3.116 -0.578
H -1.465 2.080 0.085
H -2.365 2.342 -2.654
H -3.338 2.373 -1.186
H -3.627 0.229 -2.549
H -3.111 -0.015 -0.863
H -1.768 -1.337 -2.157
H -1.746 0.806 -3.988
H -1.334 -0.873 -4.292
H 0.539 0.831 -4.639
H 0.936 -0.577 -3.644
H 1.729 1.121 -2.380
C 0.159 -3.320 1.339
C -0.880 -2.222 1.576
C -2.178 -2.537 0.829
C -1.162 -2.106 3.068
O -0.352 -0.999 1.032
P -0.117 0.419 1.839
O 0.422 0.354 3.197
O 0.713 1.146 0.795
O -1.673 0.941 1.732
C -2.312 1.839 2.653
C -3.731 2.042 2.111
C -2.395 1.241 4.053
C -1.540 3.156 2.685
H -0.178 -4.243 1.801
H 1.111 -3.033 1.780
H 0.303 -3.495 0.275
H -2.614 -3.455 1.214
H -1.980 -2.665 -0.235
H -2.890 -1.726 0.966
H -1.540 -3.052 3.449
H -1.901 -1.333 3.249
H -0.255 -1.845 3.606
H -4.257 1.092 2.073
H -3.720 2.473 1.112
H -4.278 2.708 2.771
H -2.995 0.335 4.049
H -2.868 1.955 4.720
H -1.399 1.010 4.417
H -1.636 3.691 1.739
H -0.489 2.935 2.861
H -1.900 3.798 3.484
O 4.415 1.243 -0.375
C 5.395 0.305 -0.709
N 5.580 -0.713 0.293
C 4.825 -1.821 0.501
O 5.087 -2.635 1.353
C 3.626 -2.008 -0.388
C 3.470 -3.207 -1.077
C 2.303 -3.411 -1.797
C 1.331 -2.425 -1.783
N 1.473 -1.280 -1.117
C 2.594 -1.075 -0.430
H 4.624 1.657 0.472
H 6.366 0.789 -0.875
H 5.064 -0.150 -1.650
H 6.343 -0.605 0.947
H 4.241 -3.962 -1.041
H 2.139 -4.322 -2.350
H 0.405 -2.562 -2.326
H 2.660 -0.133 0.100
*
```